DFT (wB97M-V/def2-TZVPD) results for C5H10 in the gas phase at a distorted geometry.

Calculated values
LUMO, hartree: 0.0453
Spin multiplicity: 1
SMILES: C1CCCC1
Net charge: 0
Energy relative to the best compared isomer or geometry (same formula, charge and spin), kJ/mol: 118.80
HOMO-LUMO gap, Eh: 0.4399

Geometry (Å):
C 1.218 0.010 -0.076
H 0.827 -2.009 -0.573
H 0.575 1.387 1.511
H 2.245 -0.103 0.303
C 0.464 1.227 0.434
C 0.388 -1.252 0.088
H 0.991 0.141 -1.145
H -1.771 -1.089 0.142
H -1.648 0.871 0.876
H -1.386 1.589 -0.695
H 0.832 2.132 -0.081
C -0.949 -0.740 -0.446
H 0.273 -1.705 1.072
C -0.980 0.845 -0.001
H -1.080 -1.303 -1.411